Record 1
The following is a DFT calculation (ωB97M-V with the def2-TZVPD basis set) of a structure of composition C33H35Cl5CuN4P2 in a non-equilibrium geometry.

Geometry as ORCA input:
```
! RIJCOSX wB97M-V def2-TZVPD def2/J DEFGRID3
* xyz 0 2
Cu -0.434 1.235 -1.476
Cl 0.368 -2.643 2.490
Cl -1.483 -1.014 7.279
Cl -2.799 1.552 5.876
Cl -3.213 1.422 2.786
Cl 0.244 -3.005 5.524
P 2.097 -0.587 0.646
P -1.658 -0.703 0.934
N -2.441 0.798 -0.180
N 3.224 -1.705 1.197
N 3.605 0.484 -0.234
N -3.123 -1.648 1.070
C 1.141 0.389 -3.704
C 5.373 1.205 -1.478
C -0.583 -1.548 3.436
C -5.209 -2.439 1.459
C -2.006 0.312 4.980
C -3.067 2.935 -0.786
C 0.897 2.589 -2.165
C -0.498 -1.630 4.830
C -0.081 -0.574 -3.727
C -2.092 2.189 -0.083
C -3.580 0.745 -0.981
C 3.699 1.876 -0.121
C -0.951 2.612 -3.946
C 4.768 2.341 -0.870
C -1.238 -0.706 5.618
C 3.979 -1.435 2.356
C 1.225 1.196 -2.443
C -2.176 0.255 3.576
C 0.544 1.579 1.244
C -4.011 2.034 -1.326
C -1.209 0.109 -2.980
C -1.544 1.410 -3.229
C -0.595 -1.719 -0.237
C -4.265 -3.459 1.827
C -1.449 -0.652 2.797
C 3.598 -2.971 0.735
C 0.978 -1.598 -0.425
C 4.664 0.087 -1.046
C -2.994 -2.947 1.586
C -4.491 -1.330 1.052
C 4.569 -3.495 1.592
C 4.804 -2.509 2.605
C -0.070 3.436 -2.961
H 0.844 0.750 1.918
H -0.413 -0.802 -4.772
H 1.322 2.353 1.202
H -0.392 2.363 -4.882
H 1.670 3.267 -1.771
H 3.234 -3.329 -0.210
H -6.284 -2.542 1.429
H 0.170 -1.530 -3.233
H 1.106 1.051 -4.563
H 2.073 -0.182 -3.819
H -3.114 4.028 -0.857
H -0.731 3.796 -2.165
H 5.053 3.383 -0.968
H -1.833 3.214 -4.297
H 1.157 -1.147 -1.421
H 2.985 2.418 0.466
H -2.029 -3.393 1.701
H 5.083 -4.442 1.474
H 4.812 -0.960 -1.308
H -4.825 -0.375 0.667
H -4.084 -0.186 -1.250
H -1.017 -1.427 -1.216
H -1.458 2.578 0.699
H -2.627 1.538 -3.199
H -2.070 -0.561 -2.818
H 3.901 -0.451 2.791
H -4.920 2.269 -1.889
H -0.395 1.973 1.668
H 2.023 0.796 -1.798
H -0.831 -2.801 -0.148
H 6.232 1.213 -2.126
H -4.463 -4.457 2.165
H 1.388 -2.625 -0.497
H 5.552 -2.568 3.400
H 0.366 4.313 -3.473
*
```

## Properties
E_LUMO (spin up / spin down) = -0.56 / -0.59 eV
Gap between HOMO and LUMO (spin up / spin down) = 5.4 / 5.7 eV
HOMO energy (spin up / spin down) = -6.0 / -6.3 eV

Record 2
The following is a DFT calculation (ωB97M-V with the def2-TZVPD basis set) of a structure of composition C15H23AsF6I2IrNSSe2Te in a non-equilibrium geometry.

Geometry as ORCA input:
```
! RIJCOSX wB97M-V def2-TZVPD def2/J DEFGRID3
* xyz 2 1
Ir 0.031 0.479 0.006
I 1.647 -2.719 2.457
I 2.612 -0.312 0.185
Te -0.520 -0.707 2.739
Se -0.155 0.382 -2.613
Se 0.512 2.892 -0.094
As -1.547 -3.286 -0.234
S -2.277 0.767 0.267
F -2.793 -2.122 -0.167
F -2.496 -4.658 -0.362
F -1.505 -3.261 1.485
F -1.310 -2.946 -1.884
F -0.352 -1.625 -0.040
F -0.024 -4.073 -0.189
N -2.539 3.454 -0.615
C -0.252 -0.739 5.720
C -1.823 1.146 -3.218
C 0.558 3.157 -2.020
C -0.787 1.511 4.810
C -0.800 1.984 6.096
C -0.266 -0.195 6.981
C 0.982 1.959 -2.824
C -1.074 2.466 3.680
C -0.502 0.126 4.608
C 0.033 -2.206 5.547
C 2.313 -2.385 0.470
C 2.397 3.123 0.297
C -0.610 1.716 8.582
C -0.547 1.158 7.202
C -2.480 2.359 -0.248
H 1.549 -2.717 -0.223
H -0.324 3.258 3.655
H -1.612 2.100 8.784
H -0.359 0.974 9.336
H -0.444 3.499 -2.273
H -2.569 0.356 -3.173
H 0.066 2.569 8.680
H -0.499 -2.620 4.686
H 3.022 2.597 -0.423
H -1.081 1.967 2.712
H -0.072 -0.840 7.830
H -1.021 3.033 6.262
H 2.611 4.188 0.278
H -1.680 1.459 -4.252
H 1.105 -2.369 5.392
H -2.044 2.943 3.823
H -0.259 -2.770 6.430
H 3.271 -2.868 0.307
H 0.960 2.228 -3.881
H 2.582 2.740 1.299
H -2.132 1.986 -2.606
H 1.247 3.985 -2.196
H 1.992 1.626 -2.589
*
```

## Properties
E_LUMO = -8.67 eV
Gap between HOMO and LUMO = 5.6 eV
HOMO energy = -14.3 eV

Record 3
The following is a DFT calculation (ωB97M-V with the def2-TZVPD basis set) of a structure of composition C31H47N3O4PPdSe in a non-equilibrium geometry.

Geometry as ORCA input:
```
! RIJCOSX wB97M-V def2-TZVPD def2/J DEFGRID3
* xyz 1 1
Pd -0.256 0.712 -1.116
Se 1.663 0.254 0.529
P 1.086 1.683 -2.771
O -4.740 -5.978 -1.647
O -0.609 -1.491 -0.781
O -2.461 0.622 -0.668
O -6.081 -4.327 -1.320
N 0.259 -1.618 2.152
N -0.722 0.356 2.063
N -4.975 -4.811 -1.425
C 4.113 -1.350 2.750
C 3.773 1.972 -1.916
C 2.092 -2.822 3.259
C -0.879 1.780 1.855
C -0.025 2.776 -3.806
C 1.752 0.216 -3.726
C 2.905 -1.587 3.648
C -3.852 -3.925 -1.268
C 0.668 -0.855 -3.869
C -2.571 -2.480 4.376
C -3.259 -0.315 -0.721
C -2.700 -0.209 3.539
C -1.193 2.956 4.841
C -2.544 -4.432 -1.380
C 2.150 3.802 -1.363
C -0.876 -1.701 2.927
C -1.152 1.915 -4.379
C 1.250 -2.652 1.990
C -1.408 -2.740 3.677
C 2.412 0.547 -5.059
C -2.989 -1.706 -0.889
C 0.122 2.591 2.688
C 0.330 -0.379 1.637
C -1.637 -2.205 -0.966
C -1.508 -0.444 2.865
C -1.476 -3.601 -1.235
C -3.206 -1.240 4.305
C 2.559 2.756 -2.402
C 0.039 2.336 4.194
C -4.067 -2.589 -1.031
C 0.667 3.623 -4.870
H 2.510 -0.182 -3.035
H -1.543 1.235 -3.609
H -1.975 2.539 -4.722
H -4.330 -0.069 -0.634
H -0.724 2.011 0.774
H -1.904 2.046 2.113
H 1.373 4.465 -1.739
H 0.107 -0.947 -2.929
H 1.271 3.023 -5.543
H -3.004 -3.255 4.986
H 2.925 -0.333 -5.443
H -2.414 -5.485 -1.585
H 3.809 -1.019 1.757
H -0.934 -3.709 3.705
H -5.081 -2.221 -0.974
H 3.143 1.346 -4.962
H 3.557 1.442 -0.984
H 0.056 1.262 4.396
H 1.670 0.840 -5.796
H 1.121 -1.821 -4.078
H 1.135 2.357 2.349
H 2.774 -3.656 3.097
H -0.472 3.458 -3.067
H 1.783 3.316 -0.456
H 0.931 2.762 4.656
H 1.429 -3.084 4.085
H 3.250 -1.725 4.674
H -0.059 3.648 2.493
H -4.120 -1.087 4.859
H 1.295 4.389 -4.421
H -0.801 1.333 -5.228
H 0.739 -3.591 1.758
H 3.010 4.413 -1.094
H -0.466 -3.972 -1.325
H 1.880 -2.377 1.140
H -0.089 4.130 -5.466
H -2.108 2.524 4.448
H 2.817 3.251 -3.347
H 2.264 -0.698 3.641
H -0.024 -0.630 -4.676
H 4.744 -0.579 3.182
H 4.705 -2.254 2.645
H -3.218 0.734 3.475
H -1.175 2.782 5.913
H 4.116 1.255 -2.656
H 4.591 2.664 -1.729
H -1.216 4.029 4.666
*
```

## Properties
E_LUMO (spin up / spin down) = -4.94 / -4.93 eV
Gap between HOMO and LUMO (spin up / spin down) = 5.6 / 5.6 eV
HOMO energy (spin up / spin down) = -10.6 / -10.6 eV

Record 4
The following is a DFT calculation (ωB97M-V with the def2-TZVPD basis set) of a cluster of 2 separate species, C4H12 in total in a non-equilibrium geometry.

Geometry as ORCA input:
```
! RIJCOSX wB97M-V def2-TZVPD def2/J DEFGRID3
* xyz -1 2
C 2.250 0.189 1.546
C -2.183 0.334 -1.851
C -1.022 -0.632 -1.988
C 0.928 0.091 2.296
H -0.040 -0.288 -1.666
H 2.220 0.781 0.620
H 0.607 -0.921 2.534
H -2.309 0.892 -2.781
H -3.121 -0.127 -1.530
H 2.662 -0.758 1.192
H -1.224 -1.541 -1.406
H -0.889 -1.042 -2.992
H 3.031 0.752 2.071
H -2.096 1.071 -1.041
H 1.086 0.637 3.229
H 0.100 0.562 1.767
*
```

## Properties
E_LUMO (spin up / spin down) = 4.41 / 4.49 eV
Gap between HOMO and LUMO (spin up / spin down) = 2.9 / 12.3 eV
HOMO energy (spin up / spin down) = 1.6 / -7.8 eV

Record 5
The following is a DFT calculation (ωB97M-V with the def2-TZVPD basis set) of the molecule C3H3Cl3S in a non-equilibrium geometry.

Geometry as ORCA input:
```
! RIJCOSX wB97M-V def2-TZVPD def2/J DEFGRID3
* xyz 0 3
Cl -0.803 2.270 1.511
Cl -0.240 -0.414 2.416
Cl 0.702 1.576 -1.322
S 1.977 -1.837 -1.021
C 0.703 -1.062 -0.622
C 0.635 0.451 0.011
C -0.558 0.565 0.909
H 1.758 0.410 0.350
H -0.304 -1.437 -0.935
H -1.465 0.223 0.263
*
```

## Properties
E_LUMO (spin up / spin down) = 0.73 / -2.88 eV
Gap between HOMO and LUMO (spin up / spin down) = 7.9 / 7.9 eV
HOMO energy (spin up / spin down) = -7.2 / -10.8 eV

Record 6
The following is a DFT calculation (ωB97M-V with the def2-TZVPD basis set) of a cluster of 5 separate species, C8H26O5 in total in a non-equilibrium geometry.

Geometry as ORCA input:
```
! RIJCOSX wB97M-V def2-TZVPD def2/J DEFGRID3
* xyz 0 1
O 0.536 4.952 -0.533
O -5.136 -1.117 0.884
O 2.211 -3.552 -0.410
O 0.547 0.127 -3.113
O -0.431 -1.313 0.044
C -0.373 -0.337 1.063
C 0.943 3.564 1.349
C 1.271 -1.112 -3.003
C 1.302 4.883 0.672
C 1.072 -0.103 1.528
C -4.031 -1.635 1.598
C -3.384 -2.787 0.829
C 2.658 -0.832 -2.437
H -4.208 -1.802 2.664
H 1.409 -1.513 -4.009
H -3.379 -2.522 -0.233
H -2.369 -3.022 1.137
H 1.065 5.743 1.311
H 2.822 -4.010 0.178
H -5.800 -1.812 0.839
H -0.972 -0.612 1.926
H 0.887 5.652 -1.091
H 2.368 4.927 0.419
H -0.719 0.638 0.701
H 1.047 0.717 2.252
H 0.655 -1.774 -2.392
H 1.468 2.728 0.892
H 3.276 -1.729 -2.380
H 1.712 0.233 0.709
H 0.201 0.221 -4.000
H 3.114 -0.044 -3.033
H -0.120 3.409 1.152
H 0.121 -1.069 -0.703
H 1.502 -1.012 1.949
H -3.989 -3.701 0.737
H -3.249 -0.870 1.611
H 1.105 3.597 2.425
H 2.621 -0.479 -1.402
H 2.245 -2.630 -0.128
*
```

## Properties
E_LUMO = 0.72 eV
Gap between HOMO and LUMO = 10.8 eV
HOMO energy = -10.1 eV
SMILES = CCO.CCO.CCO.CCO.O

Taking the records one at a time from the top gives energy above the lowest of the compared OMol25 structures with the same formula, charge and spin values of 203.4; 149.2; 39.6; 40.6; 53.3; 110.4 kJ/mol.